[1]
DFT (ωB97M-V with the def2-TZVPD basis set) results for 2 unconnected molecules or ions with the total composition H2NO3S at a distorted geometry.

Geometry (Å):
N 0.765 0.659 0.171
O 2.801 1.143 0.088
O 2.208 -1.349 0.419
O -0.689 -0.853 -0.185
S 2.053 -0.155 -0.414
H 0.237 1.151 -0.650
H -0.010 -1.392 0.267

Results
**F_max**: 0.0952 hartree/bohr
**Energy relative to the best compared isomer or geometry (same formula, charge and spin)**: 110.54 kcal per mole
**Highest occupied orbital energy (spin up / spin down)**: -4.545 / -4.560 eV
**Orbital gap (spin up / spin down)**: 7.95 / 7.95 eV
**Total charge**: -1
**E_LUMO (spin up / spin down)**: 0.125 / 0.125 Ha

=====

[2]
DFT (ωB97M-V with the def2-TZVPD basis set) results for a gas-phase ion, H2NO3S (charge -1) at a distorted geometry.

Geometry (Å):
N 0.320 0.787 -0.086
O 0.064 2.111 0.150
O -0.416 -1.483 -1.053
O -0.542 -1.544 1.394
S -0.972 -0.826 0.154
H 0.396 0.379 -1.043
H 1.150 0.575 0.484

Results
**F_max**: 0.0316 hartree/bohr
**Energy relative to the best compared isomer or geometry (same formula, charge and spin)**: 72.14 kcal per mole
**Highest occupied orbital energy**: -3.276 eV
**Orbital gap**: 7.35 eV
**Total charge**: -1
**E_LUMO**: 0.150 Ha

=====

[3]
DFT (ωB97M-V with the def2-TZVPD basis set) results for a single H2NO4P molecule at a distorted geometry.

Geometry (Å):
N -0.992 -0.030 -0.104
O -1.558 -1.092 -0.074
O -1.561 1.059 0.038
O 1.217 -1.200 0.260
O 1.254 1.234 0.223
P 0.766 -0.041 -0.713
H 0.396 -1.855 0.247
H 0.479 1.925 0.123

Results
**F_max**: 0.0668 hartree/bohr
**Energy relative to the best compared isomer or geometry (same formula, charge and spin)**: 41.13 kcal per mole
**Highest occupied orbital energy**: -10.425 eV
**Orbital gap**: 9.88 eV
**Total charge**: 0
**E_LUMO**: -0.020 Ha

=====

[4]
DFT (ωB97M-V with the def2-TZVPD basis set) results for 2 unconnected molecules or ions with the total composition H2NOS2 at a distorted geometry.

Geometry (Å):
N -0.019 -1.584 -2.123
O 0.404 0.527 0.360
S 0.302 -1.453 -3.703
S 0.349 -2.636 -0.977
H -0.459 0.836 0.751
H 0.320 0.107 -0.529

Results
**F_max**: 0.0417 hartree/bohr
**Energy relative to the best compared isomer or geometry (same formula, charge and spin)**: 11.12 kcal per mole
**Highest occupied orbital energy**: -2.502 eV
**Orbital gap**: 6.35 eV
**Total charge**: -1
**E_LUMO**: 0.141 Ha

=====

[5]
DFT (ωB97M-V with the def2-TZVPD basis set) results for 2 unconnected molecules or ions with the total composition H2NOS2 at a distorted geometry.

Geometry (Å):
N -0.601 0.413 0.192
O -0.772 1.437 -0.404
S 1.948 -0.185 -0.114
S -1.611 -0.981 -0.150
H 1.615 0.970 0.098
H -0.580 -1.654 0.378

Results
**F_max**: 0.0894 hartree/bohr
**Energy relative to the best compared isomer or geometry (same formula, charge and spin)**: 56.76 kcal per mole
**Highest occupied orbital energy (spin up / spin down)**: -2.643 / -2.646 eV
**Orbital gap (spin up / spin down)**: 6.16 / 6.16 eV
**Total charge**: -1
**E_LUMO (spin up / spin down)**: 0.129 / 0.129 Ha

=====

[6]
DFT (ωB97M-V with the def2-TZVPD basis set) results for a molecular structure, H2NaO at a distorted geometry.

Geometry (Å):
O -2.383 0.723 0.290
H -3.181 1.068 -0.172
H -2.678 0.575 1.217
Na -0.285 0.086 0.037

Results
**F_max**: 0.0217 hartree/bohr
**Energy relative to the best compared isomer or geometry (same formula, charge and spin)**: 0.78 kcal per mole
**Highest occupied orbital energy**: -17.454 eV
**Orbital gap**: 12.52 eV
**Total charge**: +1
**E_LUMO**: -0.181 Ha